# C3H6N2O2

C3H6N2O2 as an isolated structure at a distorted geometry (the ωB97M-V functional and the def2-TZVPD basis, the Open Molecules 2025 dataset).

```
13
Properties=species:S:1:pos:R:3:forces:R:3
O 1.354 1.390 2.065 -0.1081 -0.4685 -0.7664
O 0.901 -0.621 -1.619 1.0425 -1.8459 0.2383
N 1.694 1.182 -0.325 -0.4211 -1.9648 1.3750
N -0.008 0.316 0.426 0.5330 0.0156 1.4353
C 0.565 0.425 -0.904 -3.6832 5.9475 -0.8690
C 1.074 0.988 0.962 -0.3549 1.1912 0.8709
C -1.103 -0.524 0.899 2.7043 -2.2750 0.7730
H -1.033 -1.226 0.038 -1.1919 -0.4121 1.0166
H -0.792 -1.050 1.901 -0.3442 0.7378 -2.0165
H 1.631 -0.876 -1.021 0.3639 -1.1828 -0.9937
H -2.094 -0.165 1.112 -0.1897 1.0007 -0.5544
H 1.984 2.100 -0.565 0.0280 0.6816 -0.4685
H -0.201 1.138 -1.433 1.6214 -1.4253 -0.0406
```
Positions in Å, forces in eV/Å.

E_HOMO = -0.35918 hartree
relative energy (zero: lowest compared OMol25 entry of this formula, charge and spin) = 241.1 kJ/mol
total charge = 0

Formally, the Löwdin partial charges of the atoms, in units of the elementary charge, are as follows: 0.09, 0.08, 0.15, -0.05, -0.49, -0.50, -0.02, 0.09, 0.12, 0.13, 0.06, 0.12, 0.19